No. 1
53
Properties=species:S:1:pos:R:3:forces:R:3 method="wB97M-V/def2-TZVPD" e_tot_ha=-4823.20803 spin_multiplicity=4 charge=+1 orbital_gap_ev="3.43 / 2.84"
Co -0.8880 -0.6122 7.2460 0.06 -0.06 -0.13
Br -0.6604 -1.3321 3.4524 -0.06 0.06 0.14
C -3.8084 5.1097 0.4007 -0.27 0.79 1.29
C -3.4463 4.6575 1.8589 -0.93 -0.06 0.03
C -3.8988 5.5155 3.0841 0.08 -0.23 -1.67
O -3.3171 6.7680 2.9882 -0.18 0.74 0.00
C -3.7884 7.6926 3.9824 0.63 -1.43 -0.63
N -4.1414 3.3524 2.0252 0.77 -0.35 -0.31
H -3.5986 6.1502 0.1527 0.64 0.01 0.34
H -4.8922 5.0940 0.2861 -0.05 -0.64 -0.11
H -3.2868 4.4726 -0.3136 -0.25 -0.06 -0.01
H -2.3714 4.4808 1.8980 0.24 0.45 0.19
H -3.6288 4.9991 4.0053 0.27 -0.22 0.31
H -4.9820 5.6360 3.1015 -0.33 -0.30 -0.20
H -3.5066 8.6467 3.5372 -0.09 0.18 0.96
H -3.3303 7.3363 4.9051 0.51 0.97 0.39
H -4.8496 7.5866 4.2080 -0.37 0.24 -0.65
H -3.7468 2.8594 2.8134 -0.14 0.27 0.96
H -3.6846 2.7843 1.3261 -0.51 -0.34 -0.88
C 0.5955 -7.3556 0.9077 0.79 1.42 -0.81
C -0.0041 -6.7162 -0.3616 1.06 -2.50 -0.72
C -0.0587 -7.8325 -1.4551 -0.19 -0.30 0.66
O 1.2221 -8.3540 -1.7943 0.07 1.46 0.53
C 1.7686 -7.5647 -2.8707 -0.48 -1.68 -0.88
N -1.3053 -6.2389 -0.0392 -0.65 0.77 -0.38
H 0.5287 -6.6714 1.7536 -0.19 0.16 0.07
H 1.6596 -7.4152 0.6792 0.07 -0.87 0.40
H 0.0929 -8.2798 1.1930 0.26 -0.05 -0.32
H 0.5554 -5.8974 -0.8140 0.88 0.02 0.40
H -0.5644 -7.5858 -2.3887 -0.20 0.70 -0.05
H -0.6914 -8.6123 -1.0314 0.28 -0.42 0.10
H 2.8526 -7.6521 -2.9448 -0.07 0.14 0.54
H 1.4215 -6.5374 -2.9820 0.10 0.11 0.67
H 1.3732 -8.1032 -3.7319 0.17 0.32 -0.66
H -1.6113 -5.8833 -0.9337 -0.97 0.23 -0.20
H -1.0109 -5.3957 0.4325 -0.92 0.47 0.66
C 4.3661 0.5852 -1.1484 0.42 0.23 -1.32
C 3.5509 1.8684 -1.2365 -0.47 -0.75 0.10
C 2.5132 1.8330 -2.4091 1.86 -0.08 -0.20
O 3.2424 1.7075 -3.6589 -0.38 0.11 1.02
C 3.6028 2.9574 -4.2123 0.13 -0.78 -0.73
N 2.9464 2.0321 0.1034 -0.44 0.36 -0.48
H 3.7318 -0.2869 -0.9895 -0.13 0.01 0.14
H 5.1020 0.6633 -0.3481 0.05 -0.08 -0.01
H 4.8876 0.4363 -2.0939 0.20 -0.22 0.04
H 4.2022 2.7244 -1.4131 0.08 0.00 -0.04
H 1.9457 2.7635 -2.3971 -0.36 -0.11 -0.03
H 1.8990 0.9325 -2.4014 -0.26 0.16 0.41
H 2.6912 3.4281 -4.5804 0.10 0.67 0.30
H 4.2038 2.7358 -5.0942 0.03 -0.06 -0.03
H 4.2457 3.5468 -3.5584 -0.39 0.32 0.20
H 3.6510 1.6396 0.7112 0.07 0.31 0.51
H 2.2211 1.3307 0.1506 -0.50 -0.09 0.11

No. 2
54
Properties=species:S:1:pos:R:3:forces:R:3 method="wB97M-V/def2-TZVPD" relative_energy_kj_mol=0.0 e_tot_ha=-1763.92783 spin_multiplicity=1 charge=+1 orbital_gap_ev=7.39
O 4.4799 1.6274 2.6661 0.27 0.27 -0.29
C 3.7845 1.5151 1.4399 0.06 0.03 0.34
C 2.5047 2.3262 1.4474 0.15 0.10 -0.21
O 1.8046 2.0743 2.6699 -0.01 -0.30 0.17
C 0.5970 2.6586 2.7668 0.07 0.07 -0.10
O -0.3619 1.8821 1.9698 0.04 -0.14 0.00
C -1.6134 2.4705 1.8774 0.06 -0.09 0.02
P -2.7831 1.1169 2.1441 0.14 -0.05 -0.27
Cl -4.5816 1.8295 2.4048 -0.43 0.14 0.18
H 4.0513 1.0730 3.3123 -0.22 -0.20 0.31
H 4.4496 1.9305 0.6876 -0.03 -0.02 -0.22
H 3.5824 0.4795 1.1781 -0.02 -0.19 -0.02
H 1.8830 2.0342 0.6023 -0.07 0.00 -0.14
H 2.7322 3.3904 1.3797 -0.05 0.16 0.12
H 0.2732 2.6420 3.8063 -0.04 -0.07 0.11
H 0.5841 3.6820 2.3763 -0.02 0.09 -0.09
H -1.8200 2.8844 0.8872 -0.07 0.15 -0.07
H -1.8302 3.2180 2.6454 0.03 0.15 0.04
H -2.4480 0.3806 3.2749 0.12 -0.03 0.07
H -2.8326 0.2697 1.0404 0.07 -0.09 -0.10
C 3.4167 -3.1971 1.2118 -0.04 0.00 0.02
C 3.0661 -2.8088 -0.2208 0.09 0.01 0.11
C 3.3956 -3.8869 -1.2596 -0.10 -0.02 -0.07
O 4.7656 -4.0009 -1.5665 0.09 0.02 0.05
C 5.5280 -4.8182 -0.6968 0.03 0.00 -0.06
N 3.6963 -1.5216 -0.5346 -0.09 -0.03 -0.11
H 4.4882 -3.1255 1.3956 0.03 -0.02 -0.03
H 2.9239 -2.5246 1.9145 0.02 0.03 -0.01
H 3.0987 -4.2161 1.4369 0.01 -0.01 0.00
H 1.9818 -2.6612 -0.2667 -0.03 -0.03 -0.04
H 2.9100 -3.6126 -2.1997 0.01 0.00 -0.02
H 2.9912 -4.8608 -0.9526 -0.01 0.02 0.05
H 4.9424 -5.6712 -0.3414 -0.01 -0.01 0.02
H 5.9077 -4.2607 0.1629 -0.04 -0.03 0.03
H 6.3781 -5.1905 -1.2653 0.00 0.00 -0.01
H 3.3766 -1.2078 -1.4465 -0.02 0.02 0.01
H 4.6907 -1.6914 -0.6624 0.03 0.03 0.07
C -6.0688 1.2003 -3.1174 0.06 0.04 -0.03
C -5.6730 1.7632 -1.7586 0.01 -0.15 -0.09
C -4.1879 2.1225 -1.6125 -0.12 0.27 0.05
O -3.3208 1.0283 -1.3758 0.17 -0.08 0.17
C -2.8962 0.3261 -2.5368 0.04 -0.09 -0.02
N -6.1064 0.8367 -0.7085 0.27 0.13 -0.01
H -5.7571 0.1614 -3.2283 0.05 -0.02 0.00
H -7.1507 1.2254 -3.2285 -0.02 -0.02 0.03
H -5.6295 1.7794 -3.9307 0.00 0.00 0.00
H -6.2139 2.7037 -1.6166 -0.01 0.00 0.01
H -4.0873 2.7535 -0.7209 -0.02 0.04 -0.02
H -3.8385 2.7140 -2.4673 0.01 -0.06 -0.02
H -2.7609 1.0088 -3.3787 -0.01 0.01 0.00
H -3.6039 -0.4555 -2.8189 -0.03 0.05 -0.03
H -1.9400 -0.1396 -2.3055 0.01 0.00 0.01
H -5.8262 1.2350 0.1791 -0.26 0.01 0.17
H -5.5360 -0.0011 -0.7906 -0.16 -0.13 -0.08

No. 3
56
Properties=species:S:1:pos:R:3:forces:R:3 method="wB97M-V/def2-TZVPD" relative_energy_kj_mol=692.7 e_tot_ha=-1627.63815 spin_multiplicity=1 charge=-1 orbital_gap_ev=8.25
Cl -0.3344 0.3019 -1.0006 1.72 -0.28 -2.28
O -0.3763 1.0676 -2.2005 -2.49 0.09 -0.62
O 0.2496 1.1712 -0.0327 -4.01 -1.02 0.89
O -1.6300 -0.2539 -0.7871 6.33 0.60 1.66
O 0.5343 -0.8749 -1.1588 -0.76 -0.04 0.79
C -0.6187 -1.6688 1.8176 0.46 -1.05 -0.50
C 0.5781 -1.0923 2.6145 -2.32 0.69 -0.07
C 0.6740 0.4072 2.2086 2.32 -2.45 0.82
O 1.5733 1.0651 3.0378 1.81 0.56 1.38
C 1.8951 2.2923 2.4431 -0.08 1.15 1.22
N 0.2685 -1.3259 4.0196 0.03 -0.50 -0.32
H -1.5707 -1.1524 1.9402 0.08 0.21 0.50
H -0.7483 -2.7180 2.0832 -0.19 -0.02 0.50
H -0.5298 -1.7599 0.7350 0.70 0.52 0.27
H 1.4821 -1.6614 2.3976 0.16 0.40 -0.33
H -0.1795 1.0800 2.2918 -0.91 -0.95 -0.94
H 1.2179 0.2682 1.2742 -0.91 0.58 0.20
H 2.6171 2.2454 1.6278 -0.94 0.33 0.62
H 2.3251 2.9761 3.1750 0.27 -0.26 0.43
H 0.9729 2.8086 2.1764 -0.14 -0.01 -0.59
H -0.5703 -0.7879 4.1845 0.12 0.16 0.78
H 1.0531 -1.0657 4.5999 -0.30 0.50 0.19
C 3.2222 0.9606 -0.1912 -0.45 1.34 -1.00
C 2.3037 1.7196 -1.1804 1.67 3.78 -1.04
C 2.8651 3.1422 -1.6270 0.68 -0.74 2.04
O 2.9228 4.1364 -0.4737 -0.72 -0.88 -1.42
C 1.5947 4.5456 -0.1300 -0.17 -0.80 -0.96
N 1.9540 0.9281 -2.3572 2.88 0.05 0.69
H 2.7715 -0.0177 -0.0247 0.48 -0.12 0.15
H 3.1940 1.5827 0.7034 0.59 -1.09 -0.66
H 4.2636 0.9602 -0.5131 -0.03 -0.53 -0.28
H 1.4165 2.0029 -0.6142 1.45 0.43 -0.84
H 2.2846 3.5466 -2.4561 -0.24 0.15 0.14
H 3.8973 3.0076 -1.9504 0.13 0.35 0.02
H 1.0268 3.7003 0.2588 0.05 0.20 0.61
H 1.0212 4.7758 -1.0280 0.07 0.39 -0.41
H 1.5390 5.4280 0.5074 0.54 -0.23 0.22
H 1.4683 0.2457 -1.7928 1.06 -0.91 -2.12
H 1.2981 1.3482 -3.0002 0.42 0.25 0.54
C -3.5773 -1.8196 -2.7343 -0.31 -0.46 0.57
C -3.7180 -1.8273 -1.1844 0.16 -0.31 -1.20
C -2.6017 -2.6909 -0.5348 -1.99 -1.13 -0.43
O -2.7066 -4.0712 -0.9182 -1.64 0.88 -1.35
C -1.4741 -4.6532 -1.1015 -0.43 -1.12 1.05
N -3.6882 -0.5043 -0.7126 -4.05 1.45 0.66
H -3.5463 -2.8666 -3.0361 0.10 0.02 -0.37
H -2.6886 -1.2975 -3.0889 0.33 -0.14 0.35
H -4.3886 -1.3116 -3.2556 -0.33 -0.10 0.32
H -4.7163 -2.1290 -0.8674 0.03 -1.24 -0.38
H -2.9394 -2.7500 0.4998 1.03 0.72 0.59
H -1.6119 -2.3157 -0.7953 -0.29 -0.17 0.49
H -0.8842 -4.1893 -1.8921 0.39 0.11 0.29
H -1.6698 -5.7027 -1.3216 0.16 -0.10 -0.41
H -1.1137 -4.6648 -0.0729 1.66 0.07 -0.21
H -3.8347 -0.4296 0.2839 -0.36 -0.29 0.27
H -2.7671 -0.1119 -0.8458 -3.86 0.96 -0.50

No. 4
57
Properties=species:S:1:pos:R:3:forces:R:3 method="wB97M-V/def2-TZVPD" relative_energy_kj_mol=19.9 e_tot_ha=-2553.94944 spin_multiplicity=5 charge=-1 orbital_gap_ev="4.12 / 5.53"
Cr 1.5658 0.2288 0.2984 0.59 0.64 0.24
P 3.8850 0.6243 0.6310 -0.90 -1.15 -0.01
O 2.8595 1.8134 0.8446 -0.62 0.03 -0.05
O 3.2845 0.0650 -0.7646 -0.11 -0.05 -0.05
O 3.3272 -0.4850 1.6161 0.51 0.16 0.27
O 5.3304 0.9231 0.6305 0.64 0.28 0.11
C 1.4759 -1.8760 -2.3320 -0.41 0.40 -0.63
C 0.6795 -2.4794 -1.1881 1.13 0.46 0.06
C 0.8489 -3.9675 -1.1639 0.49 -0.62 -0.90
O 0.1093 -4.5105 -0.1082 -0.37 -0.32 0.28
C 0.0270 -5.9106 -0.1802 0.11 -0.15 0.14
N 1.1784 -1.8806 0.0848 -0.52 -1.52 0.18
H 1.2785 -2.3766 -3.2904 0.01 -0.14 0.23
H 2.5463 -1.8374 -2.1373 0.01 -0.02 0.14
H 1.1516 -0.8408 -2.4709 0.23 0.00 0.08
H -0.3746 -2.2347 -1.3189 -0.13 0.00 0.22
H 1.9149 -4.2488 -1.0748 -0.06 0.26 0.25
H 0.5674 -4.4143 -2.1404 -0.37 0.19 0.28
H -0.6286 -6.2358 -0.9989 0.07 0.05 -0.02
H -0.3797 -6.2770 0.7622 -0.03 0.05 -0.02
H 1.0199 -6.3607 -0.3221 -0.08 0.04 -0.01
H 2.1630 -2.1606 0.2332 -0.05 0.63 -0.30
H 0.7229 -2.4287 0.8277 -0.06 0.57 -0.11
C -0.5719 -1.2219 3.7109 -0.25 0.05 0.45
C -0.7552 -0.2114 2.6024 0.88 -0.23 -0.65
C -1.8911 0.7190 2.9098 -0.36 0.00 0.23
O -2.2983 1.4141 1.7504 0.49 -0.47 -0.20
C -3.2627 2.3672 2.0312 -0.55 0.57 0.43
N 0.5263 0.4829 2.2827 -0.65 0.26 1.10
H 0.1857 -1.9503 3.4331 0.06 -0.06 0.06
H -1.5140 -1.7339 3.9319 0.12 -0.12 -0.10
H -0.2595 -0.7219 4.6335 0.11 -0.05 -0.05
H -1.0210 -0.7548 1.6864 -0.21 0.01 0.07
H -1.6425 1.4349 3.7117 0.16 -0.08 -0.09
H -2.7435 0.1172 3.2724 0.09 0.12 -0.02
H -3.9926 2.0033 2.7718 0.02 -0.05 -0.15
H -3.7967 2.5985 1.1136 0.02 0.14 -0.09
H -2.8127 3.2785 2.4510 -0.06 0.00 -0.11
H 0.4809 1.4288 2.6716 0.17 -0.06 -0.51
H 1.3080 0.0707 2.8113 0.07 -0.08 -0.55
C 1.2806 2.2642 -2.2319 0.31 0.31 -0.08
C 0.2385 2.4937 -1.1646 -0.81 -0.75 0.52
C -0.9030 3.4011 -1.6212 0.49 0.16 0.04
O -1.5031 2.8735 -2.7836 0.38 -0.69 0.35
C -2.4311 3.7373 -3.3095 -0.79 0.79 -0.35
N -0.3135 1.1442 -0.7046 -0.85 1.31 -0.85
H 1.7347 3.2238 -2.5036 0.02 -0.10 0.02
H 0.8329 1.8499 -3.1373 -0.07 -0.08 0.02
H 2.0774 1.6049 -1.8659 -0.01 0.07 -0.02
H 0.6825 2.9381 -0.2680 0.20 0.00 -0.16
H -0.5273 4.4120 -1.8578 0.09 -0.13 0.15
H -1.6608 3.5048 -0.8272 0.03 -0.02 -0.02
H -2.9356 3.2414 -4.1364 0.00 0.01 -0.08
H -1.9659 4.6682 -3.6753 -0.02 -0.12 -0.02
H -3.1952 4.0398 -2.5712 0.07 -0.12 -0.04
H -0.8374 0.7978 -1.5186 0.38 -0.16 0.21
H -1.0660 1.3550 -0.0369 0.40 -0.19 0.04

Largest force on an atom / eV/A: 2.81; 0.49; 6.57; 1.78